No. 1
DFT (wB97M-V/def2-TZVPD) results for a cluster of 2 separate species, C5H13N2O in total at a distorted geometry.

As for the largest force on an atom: 0.1019 hartree/bohr. The charge is +1. The calculation puts the gap between HOMO and LUMO at 8.59 eV.

Last column: Löwdin charge in e.
Geometry (Å):
C (-0.9071, -1.3349, -0.3422)  -0.14
C (1.1898, 0.1365, -1.7236)  -0.01
C (0.3625, 2.0547, -0.2424)  0.00
C (0.6770, -0.2906, 2.1932)  -0.17
C (0.1477, 0.6980, -0.7449)  -0.26
N (-2.0196, -1.8489, 0.1016)  0.21
N (-1.0287, -0.0513, -0.8772)  0.11
O (0.6754, -0.7308, 0.8923)  -0.23
H (-0.2553, -1.9829, -0.7764)  0.12
H (1.0108, -0.8853, -2.1031)  0.09
H (2.2584, 0.1575, -1.2215)  0.14
H (1.2976, 0.9961, -2.4762)  0.13
H (0.0462, 2.8132, -0.9508)  0.11
H (1.4790, 2.1141, -0.1808)  0.13
H (-0.1598, 2.1925, 0.7949)  0.13
H (-0.1182, -0.6720, 2.7708)  0.07
H (0.4328, 0.8620, 2.1634)  0.10
H (1.5817, -0.3793, 2.6552)  0.05
H (-2.0874, -2.9080, 0.2191)  0.19
H (-2.8447, -1.4125, 0.2881)  0.10
H (-1.7382, 0.4717, -0.4396)  0.14

No. 2
DFT (wB97M-V/def2-TZVPD) results for a structure of composition C5H13N2O at a distorted geometry.

As for the largest force on an atom: 0.0791 hartree/bohr. The charge is +1. The calculation puts the gap between HOMO and LUMO at 10.87 eV.

Last column: Löwdin charge in e.
Geometry (Å):
O (1.9791, -1.3570, -1.9206)  0.11
C (1.8238, -0.3400, -1.3076)  -0.19
C (0.8018, -0.1738, -0.1782)  -0.27
C (0.2821, 1.2545, -0.1743)  -0.13
C (-0.5441, 1.5844, 1.0847)  -0.16
C (-1.1203, 0.3794, 1.7758)  -0.17
N (-2.0894, -0.3265, 0.9039)  0.13
N (-0.3527, -1.0924, -0.4298)  0.10
H (2.4680, 0.5459, -1.5164)  0.15
H (1.2014, -0.5072, 0.7703)  0.15
H (-0.3412, 1.3776, -1.0547)  0.13
H (1.0497, 1.9379, -0.3152)  0.10
H (0.1557, 2.0467, 1.7781)  0.13
H (-1.2507, 2.4150, 1.0012)  0.13
H (-1.5874, 0.6460, 2.7253)  0.14
H (-0.2992, -0.3025, 1.9533)  0.11
H (-2.7379, -0.9115, 1.4285)  0.16
H (-2.6951, 0.3394, 0.4439)  0.15
H (0.0095, -1.9956, -0.5674)  0.12
H (-1.3975, -0.8265, 0.2228)  -0.03
H (-0.7387, -0.8982, -1.3648)  0.15

No. 3
DFT (wB97M-V/def2-TZVPD) results for the ion C5H13N2O with charge +2 at a distorted geometry.

As for the largest force on an atom: 0.0460 hartree/bohr. The charge is +2. Its spin multiplicity is 2. The calculation puts the gap between HOMO and LUMO (alpha / beta) at 10.09 / 6.50 eV.

Last column: Löwdin charge in e.
Geometry (Å):
C (1.0817, 1.2384, 1.2578)  -0.15
O (1.6164, 0.5403, 2.3743)  -0.03
C (1.0421, 0.1014, 0.1689)  -0.22
C (0.1687, 0.4315, -1.0693)  -0.05
C (-1.1663, -0.1337, -1.3482)  -0.24
C (-1.7313, -0.2818, -2.6125)  0.31
N (-1.8860, -0.5411, -0.2364)  0.19
N (0.6948, -1.2083, 0.8055)  0.23
H (0.0845, 1.6166, 1.4765)  0.14
H (1.7753, 1.9407, 0.7984)  0.15
H (1.1942, 0.9275, 3.1523)  0.13
H (2.0899, 0.0368, -0.1060)  0.17
H (0.7202, 0.4595, -2.0174)  0.15
H (0.0411, 1.5234, -0.9768)  0.17
H (-2.7549, -0.5061, -2.8942)  0.13
H (-1.1790, 0.1986, -3.4051)  0.12
H (-2.6799, -1.1321, -0.4971)  0.15
H (-2.3163, 0.2688, 0.2233)  0.17
H (1.3972, -1.4053, 1.5282)  0.18
H (0.8026, -1.9711, 0.1302)  0.19
H (-0.2491, -1.2262, 1.1222)  0.13

No. 4
DFT (wB97M-V/def2-TZVPD) results for a cluster of 2 separate species, C5H13N2O2 in total at a distorted geometry.

As for the largest force on an atom: 0.1234 hartree/bohr. The charge is +1. The calculation puts the gap between HOMO and LUMO (alpha / beta) at 8.87 / 8.87 eV.

Last column: Löwdin charge in e.
Geometry (Å):
C (2.1367, 1.3324, 0.3730)  0.22
C (-1.1779, 0.4432, -0.2980)  -0.45
C (-2.6802, -1.1364, 0.4993)  -0.09
C (4.0598, 0.3235, -0.2690)  0.00
C (-1.9981, -0.7406, -0.8051)  -0.14
N (-3.2821, 1.5514, -0.1494)  0.12
N (2.5778, -0.0287, -0.0404)  -0.09
O (0.0489, 0.4268, -0.1302)  0.03
O (-1.8289, 1.5578, -0.0513)  0.00
H (2.1362, 1.5492, 1.4223)  0.04
H (-1.9206, -1.8133, 1.1540)  0.14
H (-3.4658, -1.8479, 0.2086)  0.08
H (-3.0888, -0.3653, 1.1719)  0.08
H (4.4325, 0.7913, 0.5215)  0.04
H (4.6986, -0.6580, -0.5139)  0.17
H (4.2262, 0.8625, -1.1149)  0.06
H (-2.6130, -0.4228, -1.6152)  0.11
H (-1.4837, -1.3938, -1.4114)  0.10
H (-3.4252, 1.7317, -1.1299)  0.10
H (-3.4574, 2.4262, 0.3079)  0.11
H (2.6047, -0.8451, 0.6699)  0.21
H (2.0523, -0.1293, -0.9368)  0.17

No. 5
DFT (wB97M-V/def2-TZVPD) results for a cluster of 2 separate species, C5H13N2O2 in total at a distorted geometry.

As for the largest force on an atom: 0.0776 hartree/bohr. The charge is +1. The calculation puts the gap between HOMO and LUMO at 9.96 eV.

Last column: Löwdin charge in e.
Geometry (Å):
O (1.5912, 1.5123, -2.3726)  0.12
C (1.3596, 1.5995, -1.2019)  -0.24
C (0.4023, 0.7540, -0.4110)  -0.31
C (0.9258, -0.6672, -0.6278)  -0.11
C (0.7744, -1.6226, 0.7028)  -0.17
C (-1.1732, -2.8168, 1.4010)  -0.02
N (-0.6584, -1.7887, 0.9380)  -0.04
N (-1.0452, 0.8148, -0.7786)  0.20
H (1.7606, 2.4845, -0.6346)  0.15
H (0.6444, 1.0940, 0.6430)  0.16
H (2.0155, -0.5059, -0.7283)  0.13
H (0.5428, -1.1861, -1.4853)  0.12
H (1.3263, -2.5206, 0.3014)  0.13
H (1.2985, -1.2482, 1.5641)  0.11
H (-2.2385, -2.9622, 1.4697)  0.08
H (-0.7026, -3.6677, 1.7490)  0.06
H (-1.4243, 0.5358, 0.1383)  0.10
H (-1.3916, 0.0441, -1.4684)  0.22
H (-1.2421, 1.8500, -1.0457)  0.22
H (-1.9105, 1.0939, 2.2460)  0.04
H (-1.6617, 2.5492, 2.0398)  0.04
O (-1.4443, 1.7096, 1.7371)  0.02

No. 6
DFT (wB97M-V/def2-TZVPD) results for a cluster of 2 separate species, C5H13N2O2P in total at a distorted geometry.

As for the largest force on an atom: 0.0682 hartree/bohr. The calculation puts the gap between HOMO and LUMO at 10.26 eV.

Last column: Löwdin charge in e.
Geometry (Å):
C (-2.6751, -0.2961, 2.4398)  -0.01
N (-1.4186, -1.1532, 2.1035)  0.01
C (-0.9711, -1.2825, 0.8288)  -0.61
O (-1.4709, -0.7175, -0.1384)  0.02
C (0.3236, -2.0497, 0.6755)  -0.17
P (1.4539, -0.6004, 0.8985)  0.58
N (1.6113, 0.0838, -0.6257)  -0.11
O (0.9343, 0.2561, 1.9698)  -0.37
H (-2.3284, 0.3962, 3.2649)  0.10
H (-2.6752, 0.2494, 1.5186)  0.05
H (-3.5915, -0.8421, 2.6731)  0.07
H (-1.0210, -1.6564, 2.8817)  0.12
H (0.6068, -2.6776, 1.4730)  0.06
H (0.4918, -2.6406, -0.2188)  0.09
H (2.6847, -1.0694, 1.2734)  0.03
H (0.8637, 0.4949, -1.2881)  0.06
H (2.3134, 0.0865, -1.3023)  0.01
C (0.5309, 2.1655, -3.6310)  -0.09
C (1.1352, 2.3237, -2.4394)  -0.14
H (1.0538, 1.9638, -4.5668)  0.04
H (-0.5721, 2.1893, -3.8506)  0.06
H (2.2491, 2.2476, -2.4751)  0.06
H (0.4715, 2.5289, -1.4644)  0.12

No. 7
DFT (wB97M-V/def2-TZVPD) results for the ion C5H13N2S with charge -1 at a distorted geometry.

As for the largest force on an atom: 0.0575 hartree/bohr. The charge is -1. The calculation puts the gap between HOMO and LUMO at 5.58 eV.

Last column: Löwdin charge in e.
Geometry (Å):
N (-1.4193, -1.6174, 2.5768)  -0.03
C (-1.7967, -1.4833, 1.1858)  -0.28
C (-1.1690, -0.1334, 0.6114)  -0.25
N (-0.3114, -0.4262, -0.4996)  -0.08
C (-0.0180, 0.7533, -1.3803)  -0.28
C (1.4201, 0.8360, -1.7707)  -0.30
C (2.4687, 1.3667, -0.7058)  -0.79
S (2.0565, 2.8369, 0.2991)  0.04
H (-2.1412, -1.5699, 3.2816)  0.05
H (-0.8915, -2.4644, 2.7322)  0.05
H (-1.4443, -2.3407, 0.5704)  0.10
H (-2.8536, -1.4800, 0.9362)  0.08
H (-0.7678, 0.3507, 1.5265)  0.11
H (-1.9754, 0.5344, 0.2875)  0.10
H (0.5815, -0.8392, -0.2582)  0.09
H (-0.4702, 1.6591, -1.0232)  0.08
H (-0.5439, 0.4195, -2.3124)  0.10
H (1.4477, 1.5077, -2.6427)  0.09
H (1.7795, -0.1863, -2.0447)  0.10
H (3.3147, 1.7828, -1.2579)  0.00
H (2.7336, 0.4940, -0.1121)  0.02

No. 8
DFT (wB97M-V/def2-TZVPD) results for the ion C5H13N2S with charge +1 at a distorted geometry.

As for the largest force on an atom: 0.1117 hartree/bohr. The charge is +1. The calculation puts the gap between HOMO and LUMO (alpha / beta) at 5.88 / 5.27 eV.

Last column: Löwdin charge in e.
Geometry (Å):
C (-2.5710, -1.7927, -0.2508)  -0.13
S (-1.8449, -0.4210, -0.8910)  1.03
N (-1.9167, 0.9731, -0.2081)  -0.14
C (-0.0096, -0.8855, -0.9861)  -0.22
C (0.9267, 0.2323, -0.4302)  -0.46
C (2.3862, -0.2306, -0.6514)  -0.02
N (0.6604, 0.4017, 0.9814)  -0.16
C (0.4484, 1.6936, 1.5882)  -0.15
H (-2.6653, -2.6008, -1.0275)  0.08
H (-3.2859, -1.7164, 0.5903)  0.07
H (-2.7582, 1.3536, -0.1102)  -0.01
H (0.2624, -1.0100, -2.0434)  0.10
H (0.2142, -1.7405, -0.2583)  0.14
H (0.6716, 1.1787, -1.1018)  0.18
H (2.6814, -0.7823, 0.2367)  0.09
H (2.9280, 0.6373, -0.8162)  0.06
H (2.4592, -0.8643, -1.5520)  0.09
H (0.1253, -0.3851, 1.4438)  0.14
H (-0.6348, 2.1276, 1.4264)  0.08
H (0.5056, 1.5204, 2.7266)  0.10
H (1.4170, 2.3109, 1.3335)  0.12

No. 9
DFT (wB97M-V/def2-TZVPD) results for an isolated molecule of C5H13N3.

As for the largest force on an atom: 0.0097 hartree/bohr. The calculation puts the gap between HOMO and LUMO at 9.20 eV.

Last column: Löwdin charge in e.
Geometry (Å):
C (-2.7521, 0.0840, 0.2266)  -0.17
N (-2.1333, -1.1295, -0.2269)  -0.02
C (-0.9096, -1.3761, -0.3973)  -0.24
N (0.2611, -0.6849, -0.2334)  -0.12
C (1.4900, -1.2872, -0.7025)  -0.07
C (0.3558, 0.6740, 0.2991)  -0.44
C (1.5357, 0.8291, 1.2569)  -0.05
N (0.4399, 1.6959, -0.7227)  0.06
H (-2.6390, 0.2139, 1.3075)  0.08
H (-3.8186, -0.0205, 0.0159)  0.07
H (-2.3912, 0.9884, -0.2771)  0.06
H (-0.7210, -2.3821, -0.7701)  0.11
H (2.0638, -0.5736, -1.2989)  0.08
H (1.2647, -2.1460, -1.3320)  0.08
H (2.1123, -1.6240, 0.1320)  0.09
H (-0.5587, 0.8588, 0.8635)  0.11
H (1.4942, 0.0686, 2.0318)  0.08
H (2.4849, 0.7578, 0.7331)  0.07
H (1.4752, 1.8101, 1.7186)  0.08
H (1.2924, 1.6049, -1.2641)  0.07
H (-0.3466, 1.6382, -1.3601)  0.07

No. 10
DFT (wB97M-V/def2-TZVPD) results for an isolated molecule of C5H13N3 at a distorted geometry.

As for the largest force on an atom: 0.0336 hartree/bohr. The calculation puts the gap between HOMO and LUMO at 10.00 eV.

Last column: Löwdin charge in e.
Geometry (Å):
H (3.1059, -0.4469, 2.0982)  0.00
N (2.6620, 0.3903, 1.8467)  0.08
C (2.3963, 0.3625, 0.5993)  -0.34
N (1.7976, 1.4415, -0.0151)  -0.02
C (0.8609, 1.1909, -1.1325)  -0.20
C (-0.0279, -0.0441, -0.9118)  -0.21
C (-1.2467, 0.3171, -0.0379)  -0.21
C (-1.7357, -0.8866, 0.7763)  -0.28
N (-2.2995, -1.9785, -0.0406)  -0.01
H (2.6990, -0.4271, -0.0701)  0.12
H (1.5243, 2.1181, 0.6787)  0.12
H (1.4264, 1.0944, -2.0549)  0.11
H (0.2193, 2.0667, -1.1457)  0.11
H (0.4783, -0.8767, -0.4322)  0.09
H (-0.3605, -0.3483, -1.8990)  0.10
H (-2.0842, 0.7803, -0.5608)  0.11
H (-0.8913, 1.0525, 0.6898)  0.10
H (-2.5552, -0.5763, 1.4214)  0.11
H (-0.9052, -1.3028, 1.3472)  0.10
H (-3.2452, -1.7060, -0.2636)  0.05
H (-1.8185, -2.2210, -0.8934)  0.05